This record from the Open Molecules 2025 dataset describes a structure of composition C45H36ClF6N3O8PS3Sr in a non-equilibrium geometry. The level of theory is ωB97M-V/def2-TZVPD.

- 2S+1: 1
- Maximum force: 9.254 eV/Å
- Charge: -1
- ΔE to the lowest compared entry with this formula, charge and spin: 4.153 eV
- HOMO level: -4.7584 eV
- DFT total energy: -139559.2449 eV
- Frontier orbital gap: 7.0562 eV

XYZ file:
```
104
C45H36ClF6N3O8PS3Sr, DFT ωB97M-V/def2-TZVPD
Sr 0.13966 -1.81665 -0.23253
F 0.61039 -6.21393 -1.12048
C 0.44508 -5.04609 -1.70782
F 0.16789 -5.21578 -2.98591
F 1.51560 -4.27702 -1.56271
S -0.93586 -4.14986 -0.94837
O -0.97651 -2.96249 -1.80430
O -2.02699 -5.07004 -0.99384
N -0.18213 -3.88460 0.44817
S -0.83836 -3.25347 1.82847
O -1.82004 -3.99389 2.56380
O -0.67021 -1.79703 1.89528
C 0.61738 -3.64636 2.80556
F 1.62198 -2.91365 2.33421
F 0.91617 -4.92688 2.75092
F 0.38707 -3.29176 4.05425
Cl -2.45835 0.90728 2.51206
C -1.18613 0.65921 3.70291
C -1.61955 0.21322 4.93931
C -0.70223 -0.10907 5.92611
C 0.65055 0.01915 5.66503
C 1.07243 0.48040 4.42583
C 0.17784 0.83215 3.40543
P 0.85299 1.17934 1.69241
C 0.29267 2.90570 1.39950
C -0.33522 3.71368 2.34588
C -0.69527 5.02144 2.03611
C -0.41170 5.54153 0.77401
C 0.22946 4.75048 -0.16952
C 0.57326 3.43836 0.13762
C 2.63274 1.49334 2.05609
C 3.13184 2.62909 2.69556
C 4.49009 2.73990 2.96649
C 5.36749 1.71606 2.60416
C 4.88711 0.59222 1.95530
C 3.52818 0.48970 1.67801
H -2.68258 0.08978 5.10602
H -1.04900 -0.47980 6.88414
H 1.38416 -0.25404 6.41722
H 2.13627 0.56596 4.24170
H -0.54417 3.32335 3.33737
H -1.19414 5.63624 2.78122
H -0.69396 6.56233 0.52918
H 0.45641 5.14416 -1.15763
H 1.06384 2.82750 -0.61330
H 2.45734 3.43068 2.98378
H 4.86984 3.62898 3.45813
H 6.42535 1.80162 2.82479
H 5.56388 -0.20318 1.65446
H 3.16239 -0.36937 1.14185
C 0.23075 2.06826 -3.20783
C 1.52182 2.40829 -3.60300
C 2.57030 1.57595 -3.23447
C 2.33453 0.42094 -2.46954
C 1.07202 0.10974 -1.94470
C 0.03856 0.96885 -2.38510
C 3.49225 -0.53665 -2.35929
C 4.48959 -0.43481 -3.38672
C 5.53413 -1.28083 -3.43746
C 5.65678 -2.30035 -2.46696
C 6.68888 -3.27236 -2.48872
C 6.75324 -4.24004 -1.52913
C 5.78660 -4.26089 -0.49452
C 4.78664 -3.33531 -0.47044
C 4.67357 -2.33787 -1.47069
N 3.59614 -1.46315 -1.41322
H -0.61333 2.68252 -3.52386
H 1.70961 3.29763 -4.20074
H 3.57966 1.84632 -3.54556
H -0.98475 0.78888 -2.03792
H 4.37540 0.32715 -4.14831
H 6.28478 -1.19041 -4.21680
H 7.42075 -3.24043 -3.29383
H 7.53215 -4.99301 -1.55803
H 5.83563 -5.02246 0.28013
H 4.04796 -3.35148 0.30158
C -3.59413 3.96111 -2.84929
C -4.52758 2.92513 -2.28309
C -5.53336 2.37155 -3.06739
C -6.40227 1.42412 -2.55568
C -6.26286 1.02703 -1.22947
C -5.27267 1.58078 -0.41247
C -4.40484 2.51587 -0.95252
S -7.34124 -0.20131 -0.61585
O -8.47829 -0.23360 -1.48637
O -7.44048 -0.01585 0.80067
N -6.56927 -1.59852 -0.87383
C -5.27111 -1.95203 -0.21024
C -4.03446 -1.60544 -1.05761
C -2.75687 -1.71116 -0.27212
O -2.62730 -2.74180 0.49335
O -1.86011 -0.83406 -0.38789
H -3.79646 4.13862 -3.90662
H -2.55408 3.64431 -2.74367
H -3.69479 4.90935 -2.31803
H -5.63413 2.68605 -4.10253
H -7.18859 0.99422 -3.16759
H -5.18910 1.27348 0.62878
H -3.60649 2.93216 -0.33815
H -6.62741 -1.81628 -1.86676
H -5.30313 -3.00602 0.02273
H -5.21598 -1.43738 0.74698
H -4.10947 -0.60228 -1.46702
H -3.92218 -2.32042 -1.88507
```



This record from the Open Molecules 2025 dataset describes a structure of composition C45H37CsIN3O2P in a non-equilibrium geometry. The level of theory is ωB97M-V/def2-TZVPD.

- 2S+1: 1
- Maximum force: 4.321 eV/Å
- Charge: -1
- ΔE to the lowest compared entry with this formula, charge and spin: 2.508 eV
- HOMO level: -4.4536 eV
- DFT total energy: -73769.7366 eV
- Frontier orbital gap: 6.2288 eV

XYZ file:
```
90
C45H37CsIN3O2P, DFT ωB97M-V/def2-TZVPD
Cs -0.39737 -0.65148 1.12747
C 2.35210 5.67630 0.35194
C 1.68812 5.43866 -0.97680
C 1.50823 6.47008 -1.88928
C 0.90638 6.24514 -3.12159
C 0.48176 4.96133 -3.43126
C 0.64035 3.90148 -2.54267
C 0.19947 2.51491 -2.93918
C 1.25435 4.12972 -1.28879
N 1.57508 3.10927 -0.41345
C 0.76005 2.20467 0.05198
O 1.12755 1.12795 0.61265
C -0.75306 2.47808 0.09739
C -1.31138 3.74941 0.16679
C -2.68229 3.85297 0.37130
C -3.45135 2.71162 0.55675
C -2.81615 1.47985 0.48355
N -1.51333 1.38986 0.21477
C -3.49066 0.15812 0.85674
O -2.73441 -0.67051 1.45003
N -4.77585 0.01402 0.71343
C -5.61861 0.62436 -0.18487
C -5.33096 0.76298 -1.56353
C -3.97437 0.39216 -2.11021
C -6.31898 1.22543 -2.42938
C -7.58312 1.57399 -1.98107
C -7.85935 1.46469 -0.62342
C -6.90581 1.00539 0.27199
C -7.20884 0.87579 1.73686
H 2.86263 6.64191 0.36472
H 3.06754 4.87760 0.55848
H 1.62465 5.66062 1.17027
H 1.84905 7.46755 -1.62715
H 0.78773 7.05261 -3.83506
H 0.01551 4.76941 -4.39374
H 0.14633 2.42542 -4.02580
H -0.78740 2.26818 -2.53693
H 0.89735 1.76489 -2.55923
H -0.69234 4.63000 0.07309
H -3.14566 4.83089 0.42328
H -4.51406 2.76624 0.75550
H -3.59738 -0.51900 -1.63690
H -3.23445 1.17572 -1.92589
H -4.02652 0.22959 -3.18820
H -6.08198 1.31277 -3.48567
H -8.34050 1.91736 -2.67471
H -8.84167 1.73679 -0.24886
H -8.27151 1.03996 1.93152
H -6.63317 1.59654 2.32601
H -6.91869 -0.11567 2.09276
I 0.48140 -2.42987 -1.89757
C 2.16368 -3.65686 -2.20322
C 2.34792 -3.96315 -3.51938
C 3.27857 -4.94536 -3.92243
C 3.96745 -5.63346 -2.97976
C 3.83755 -5.30961 -1.60557
C 4.58178 -6.05311 -0.66125
C 4.50528 -5.77230 0.66542
C 3.71713 -4.68704 1.09199
C 2.98422 -3.91767 0.22595
P 2.19328 -2.36690 0.88780
C 1.25369 -3.07112 2.29228
C 0.59221 -4.29251 2.20068
C -0.27689 -4.70315 3.20595
C -0.50723 -3.89322 4.30629
C 0.13432 -2.66389 4.40119
C 0.99839 -2.25384 3.39943
C 3.61297 -1.54486 1.71422
C 4.09878 -0.42569 1.03446
C 5.13725 0.33269 1.56518
C 5.68943 -0.01323 2.78949
C 5.19780 -1.11283 3.48571
C 4.16165 -1.86783 2.95593
C 2.96988 -4.25620 -1.17195
H 1.74125 -3.46881 -4.26623
H 3.39671 -5.16773 -4.97634
H 4.62802 -6.44733 -3.25678
H 5.21511 -6.85591 -1.02250
H 5.06487 -6.35519 1.38641
H 3.69551 -4.44421 2.14627
H 0.76080 -4.93227 1.34277
H -0.78478 -5.65606 3.11942
H -1.19195 -4.21014 5.08297
H -0.04903 -2.01988 5.25095
H 1.49334 -1.29060 3.46577
H 3.62495 -0.11884 0.10851
H 5.48255 1.21231 1.03592
H 6.49273 0.57934 3.21180
H 5.61024 -1.37130 4.45447
H 3.76615 -2.69799 3.53005
```



Among the records above, which one has the lowest ΔE to the lowest compared entry with this formula, charge and spin?
C45H37CsIN3O2P